DFT (the ωB97M-V functional and the def2-TZVPD basis) results for a 8-piece molecular cluster, C18H35Br6N5O2 overall at a distorted geometry.

Values from the calculation:
Kohn-Sham gap = 0.3500 hartree
Molar mass = 832.9 g mol⁻¹
DFT total energy = -16575.1586 a.u.

The geometry in XYZ format:
```
66
Properties=species:S:1:pos:R:3:forces:R:3:mulliken_charge:R:1
C 3.3900 4.2660 4.4957 1.3 0.3 -1.9 -0.84
N 2.6048 3.8710 3.3187 -0.1 0.4 -0.2 0.18
C 2.4865 2.4776 2.8871 0.5 0.0 0.9 -0.70
C 2.1093 4.8277 2.4864 -0.8 0.0 -0.6 0.07
O 1.5523 4.6232 1.3954 1.0 0.2 1.7 -0.58
H 4.4894 4.1001 4.3437 -0.8 0.0 -0.1 0.32
H 3.1463 3.7465 5.3820 -0.8 -0.5 0.9 0.32
H 3.2808 5.3403 4.5997 -0.2 0.1 0.3 0.26
H 1.4935 2.3193 2.4811 0.1 -0.1 -0.3 0.08
H 3.2851 2.2021 2.1908 -0.3 0.1 -0.2 0.30
H 2.6007 1.8353 3.7720 -0.1 0.2 -0.2 0.32
H 2.1822 5.8612 2.9286 0.1 -0.6 -0.4 0.22
C -1.4212 4.9006 -1.2199 -0.3 -1.2 -2.8 -1.05
N -1.9133 3.6490 -0.6873 0.2 0.2 0.8 0.32
C -3.2709 3.2006 -1.0610 1.0 0.7 0.5 -0.90
C -1.1067 3.0182 0.2076 -1.2 -1.5 0.1 -0.16
O -1.4436 1.9878 0.8149 0.3 1.1 -0.4 -0.50
H -0.5823 5.3183 -0.7538 1.3 0.0 1.2 0.35
H -2.1483 5.6829 -1.2525 -0.9 0.3 0.0 0.31
H -1.0930 4.6747 -2.2667 -0.3 0.6 0.5 0.33
H -3.5478 2.3446 -0.4965 -0.1 -0.6 0.9 0.17
H -3.9623 4.0133 -0.8843 -0.3 0.2 0.1 0.36
H -3.3888 2.8856 -2.0779 0.5 0.1 -0.9 0.34
H -0.0981 3.4413 0.3249 -0.3 0.2 0.0 0.50
Br -3.8695 -3.3765 -3.5919 0.0 0.3 -0.8 -0.13
C -3.4873 -3.5204 -1.7251 0.7 -0.2 -0.1 -0.27
C -4.3558 -2.6176 -0.8985 0.4 -1.7 0.2 -0.49
Br -3.9129 -0.7989 -1.0619 0.2 1.1 0.0 -0.11
H -2.4136 -3.4132 -1.5953 -0.1 0.2 0.0 -0.12
H -3.7249 -4.5485 -1.5351 -0.2 -0.5 0.5 0.45
H -4.2116 -2.9399 0.1447 -0.4 0.4 -0.3 0.34
H -5.3426 -2.7974 -1.2956 -0.6 0.4 0.5 0.38
Br 5.0948 -1.6180 -3.1649 0.6 -0.8 2.7 -0.12
C 4.6494 -0.9837 -4.8061 -1.2 0.2 -2.1 -0.55
C 3.7502 -1.9213 -5.5644 1.0 -0.3 -0.4 -0.62
Br 2.0110 -2.1526 -4.8842 -0.9 -0.3 0.8 -0.13
H 5.5358 -0.9830 -5.3977 0.8 0.5 -0.4 0.33
H 4.1771 -0.0287 -4.7688 0.0 0.9 0.3 0.39
H 4.3253 -2.8740 -5.5473 -1.0 0.3 -0.7 0.37
H 3.5343 -1.4608 -6.5325 0.7 -0.6 -0.1 0.31
Br 1.1603 -0.7564 1.2540 0.2 -0.2 0.4 -0.23
C 0.4635 -1.2083 -0.4888 0.8 -1.6 0.0 0.58
C -0.3343 -0.1118 -1.0391 -1.6 -0.1 -1.1 -0.20
Br 0.7803 1.2148 -1.8204 0.4 0.8 -0.2 -0.15
H -0.1087 -2.1420 -0.4285 -0.2 0.4 0.5 -0.74
H 1.3220 -1.4982 -1.1336 -0.4 0.6 0.4 0.36
H -1.1164 0.3538 -0.4167 0.9 -0.2 0.2 -0.05
H -0.8901 -0.5427 -1.8685 0.0 0.0 -0.3 0.34
C 1.7982 -4.6000 -1.4290 -1.4 0.1 0.0 -0.60
C 0.6538 -4.0323 -2.1799 -1.7 1.3 -1.1 0.29
N -0.2642 -3.4896 -2.6688 2.3 -1.5 1.1 -0.39
H 2.7241 -4.0902 -1.6693 0.1 0.0 0.0 0.20
H 1.8440 -5.6762 -1.5812 0.2 0.0 -0.2 0.35
H 1.4815 -4.4450 -0.3929 0.5 0.0 0.1 0.15
C -2.4955 0.4701 3.0442 0.9 0.5 1.9 -0.23
C -2.5641 -0.6807 3.9615 0.1 0.8 -1.0 0.20
N -2.6221 -1.5686 4.6766 0.0 -0.7 0.6 -0.45
H -1.6021 1.0736 3.3452 -0.6 -0.5 -0.4 0.18
H -3.3567 1.1061 3.2835 0.1 -0.2 -0.7 0.35
H -2.3382 0.1793 2.0220 -0.4 0.0 -0.4 -0.02
C -0.7678 -3.9313 3.2899 0.3 1.4 -0.3 -0.86
C -0.9222 -4.1778 1.8633 -0.4 -0.2 -0.8 0.47
N -1.1068 -4.4245 0.7500 0.3 0.3 0.7 -0.42
H -0.5283 -2.8512 3.4801 -0.4 -1.0 -0.2 0.14
H 0.0559 -4.5139 3.6343 0.6 -0.5 0.4 0.34
H -1.6704 -4.2103 3.8078 -0.3 0.0 0.2 0.33
```
Positions in Å, forces in eV/Å.